Entry 1:
Below is the molecule C4H5NO2, with properties calculated with ωB97M-V/def2-TZVPD.

Structure (XYZ):
```
12
Properties=species:S:1:pos:R:3:forces:R:3
O -1.101929 -0.511659 2.477026 0.0725 0.1523 -0.4491
C -0.939653 -0.177101 1.327091 -0.0439 -0.1144 0.2643
C 0.231217 -0.700838 0.543619 -0.0936 -0.1660 0.2152
C 0.086338 -0.913197 -0.913034 -0.1752 -0.1878 -0.1764
N 1.025267 0.093827 -0.416531 0.1364 0.2703 0.0039
C 0.670592 1.450334 -0.657934 -0.4150 0.2259 0.0154
O -0.412508 1.952280 -0.497415 0.4999 -0.2304 -0.0418
H -1.651360 0.478225 0.799282 0.0563 -0.1032 0.0843
H 0.850849 -1.379019 1.125265 -0.0922 0.0863 -0.1011
H -0.832238 -0.545000 -1.370169 0.1523 -0.0121 0.0938
H 0.543041 -1.776361 -1.388182 -0.0511 0.1356 0.1018
H 1.530385 2.028508 -1.029017 -0.0464 -0.0564 -0.0101
```
Forces are in eV/Å.

Results
Multiplicity: 1
Highest occupied orbital energy: -9.9 eV
Energy relative to the best compared isomer or geometry (same formula, charge and spin): 2.2030 eV
Orbital gap: 10.47 eV
SMILES: O=C[C@H]1CN1C=O

***

Entry 2:
Below is a cluster of 2 separate species, C4H5NO2 in total in a non-equilibrium geometry, with properties calculated with ωB97M-V/def2-TZVPD.

Structure (XYZ):
```
12
Properties=species:S:1:pos:R:3:forces:R:3
O 2.638608 0.605744 0.246372 -0.4427 -0.1401 -0.3569
C 1.720232 0.671958 -0.535217 0.0871 -0.6361 0.0977
C 0.436304 -0.126514 -0.373224 0.5445 0.0824 0.1427
C -0.063713 -0.433467 1.018366 -0.1571 -0.1474 -0.1587
N -1.522566 -0.352972 0.739078 -0.3245 -0.0908 -0.2635
C -1.669078 0.246709 -0.391310 -0.2564 -0.4940 0.7382
O -0.554533 0.540850 -1.069333 -0.0247 0.2532 0.2367
H 1.717649 1.419406 -1.362622 -0.0744 -0.3944 0.1428
H -0.695565 -1.719239 -0.483611 1.2046 0.6604 -0.6131
H 0.273210 -1.434255 1.299831 -0.4109 0.1933 0.0906
H 0.258607 0.175571 1.878105 -0.2793 0.6240 -0.5175
H -2.594248 0.430953 -0.935448 0.1338 0.0896 0.4609
```
Forces are in eV/Å.

Results
Multiplicity: 1
Highest occupied orbital energy (spin up / spin down): -9.1 / -9.6 eV
Energy relative to the best compared isomer or geometry (same formula, charge and spin): 5.5993 eV
Orbital gap (spin up / spin down): 8.22 / 8.53 eV

***

Entry 3:
Below is the molecule C4H5NO2 in a non-equilibrium geometry, with properties calculated with ωB97M-V/def2-TZVPD.

Structure (XYZ):
```
12
Properties=species:S:1:pos:R:3:forces:R:3
C 1.643394 2.210310 0.530389 0.6080 0.3938 -0.4032
C 0.708791 1.434890 0.540165 1.7072 1.1844 -0.2563
C -0.189352 0.353256 0.354990 -1.5767 -0.7476 1.1361
C 0.387813 -0.954975 -0.194667 -1.4539 0.1027 0.4684
O -0.538281 -1.455485 -1.168383 0.2082 -1.9991 1.6831
N -1.410239 0.529262 0.784210 0.4881 -0.3884 -0.5225
O -2.345107 -0.503016 0.654145 1.8657 -0.3580 -1.1226
H 2.523034 2.908094 0.403371 -1.7857 -1.2478 0.4612
H 1.340803 -0.788264 -0.647171 0.7351 0.1089 -0.1104
H 0.473872 -1.714616 0.634513 -0.1669 0.6998 -0.9517
H -0.638295 -0.860919 -1.875064 -0.0067 1.3852 -1.4029
H -1.956432 -1.158536 -0.016496 -0.6225 0.8661 1.0208
```
Forces are in eV/Å.

Results
Multiplicity: 1
Highest occupied orbital energy: -9.4 eV
Energy relative to the best compared isomer or geometry (same formula, charge and spin): 4.6293 eV
Orbital gap: 9.69 eV
SMILES: C#C/C(CO)=N/O

***

Entry 4:
Below is the molecule C4H5NO2, with properties calculated with ωB97M-V/def2-TZVPD.

Structure (XYZ):
```
12
Properties=species:S:1:pos:R:3:forces:R:3
O 1.279653 1.032948 1.735033 -0.5724 -0.1943 -0.3636
C 0.274470 0.568073 1.291996 0.2379 0.3589 0.3948
C -0.325864 0.748456 -0.831218 0.0729 0.0853 -0.1452
C 0.851593 -0.162519 -0.815167 0.1114 0.0667 -0.0438
N 0.399645 -0.874409 0.406177 -0.0279 -0.3025 -0.0757
C -0.915697 -1.054082 0.168560 0.0007 -0.0130 0.1263
O -1.404916 -0.105837 -0.573971 0.0697 -0.0247 0.1595
H -0.726888 0.596763 1.780427 0.1088 0.0965 -0.1732
H -0.590766 1.469420 -1.602064 0.1166 -0.0807 0.2123
H 0.965103 -0.868670 -1.653696 -0.0504 0.1554 -0.0533
H 1.797304 0.342551 -0.609372 -0.1374 -0.1346 0.0121
H -1.603636 -1.692695 0.703296 0.0700 -0.0129 -0.0503
```
Forces are in eV/Å.

Results
Multiplicity: 1
Highest occupied orbital energy (spin up / spin down): -8.3 / -8.3 eV
Energy relative to the best compared isomer or geometry (same formula, charge and spin): 4.5285 eV
Orbital gap (spin up / spin down): 8.37 / 8.37 eV

***

Entry 5:
Below is the molecule C4H5NO2 in a non-equilibrium geometry, with properties calculated with ωB97M-V/def2-TZVPD.

Structure (XYZ):
```
12
Properties=species:S:1:pos:R:3:forces:R:3
N -1.199150 1.320162 -0.109558 -0.9476 2.4189 -0.3459
C -0.250974 0.319569 -0.155236 3.8752 -3.2629 -0.0910
C 1.113878 0.186557 -0.644709 -0.5739 -0.2555 -0.0778
C 1.621864 -1.040185 -0.300589 2.0114 2.2532 -1.0441
O 0.703630 -1.622966 0.401735 -1.2821 -4.1631 2.7178
C -0.326541 -0.898150 0.496008 -5.0909 2.5271 1.4012
O -1.441633 -1.200364 1.284217 0.0792 3.9133 -3.1162
H -1.435249 1.740570 -1.081124 0.5430 -0.7640 2.5549
H -0.955067 2.054719 0.635233 -0.6310 -1.1744 -1.9132
H 1.514375 0.908067 -1.253661 1.4465 1.4744 -1.2034
H 2.563712 -1.566780 -0.129981 -0.0687 0.7336 -1.0563
H -1.908844 -0.201199 0.857664 0.6388 -3.7006 2.1740
```
Forces are in eV/Å.

Results
Multiplicity: 1
Highest occupied orbital energy: -8.0 eV
Energy relative to the best compared isomer or geometry (same formula, charge and spin): 3.0545 eV
Orbital gap: 8.61 eV
SMILES: Nc1ccoc1O

***

Entry 6:
Below is a cluster of 3 separate species, C4H5NO2 in total in a non-equilibrium geometry, with properties calculated with ωB97M-V/def2-TZVPD.

Structure (XYZ):
```
12
Properties=species:S:1:pos:R:3:forces:R:3
O -2.230230 1.201916 0.622872 0.3184 -0.0686 -0.0666
C -1.123003 0.790058 0.363698 0.4085 -0.1521 -0.2478
N -0.509326 0.691222 -0.863323 -0.2498 -0.6709 0.0091
C 0.832996 0.256536 -1.041353 0.1211 -0.1203 -0.0528
C 1.002295 -0.086906 0.449185 -0.3353 0.2716 -0.8097
O 1.120615 0.869417 1.297463 0.6835 0.2952 0.3063
C -0.142933 0.106065 1.314222 -0.9284 -0.1960 0.3229
H -1.065150 -1.462140 -1.012520 2.5660 -2.0673 1.8957
H 1.529875 1.038342 -1.301625 0.3054 0.3817 0.2267
H 0.978887 -0.570217 -1.751903 -0.4069 0.1375 0.4051
H -0.026783 -2.384239 -0.293777 -2.6002 2.1116 -1.8326
H -0.367242 -0.450055 2.217061 0.1178 0.0774 -0.1564
```
Forces are in eV/Å.

Results
Multiplicity: 1
Highest occupied orbital energy (spin up / spin down): -9.5 / -9.5 eV
Energy relative to the best compared isomer or geometry (same formula, charge and spin): 9.5347 eV
Orbital gap (spin up / spin down): 7.48 / 7.47 eV

***

Entry 7:
Below is the molecule C4H5NO2, with properties calculated with ωB97M-V/def2-TZVPD.

Structure (XYZ):
```
12
Properties=species:S:1:pos:R:3:forces:R:3
O 2.669300 0.118076 -0.939369 -0.5148 -0.0505 -0.0758
C 1.494138 -0.142972 -0.946392 0.2939 0.1130 0.0427
C 0.599948 -0.013910 0.268972 0.1017 0.1718 0.0522
C -0.570758 0.991074 0.113888 0.1506 0.1939 -0.1192
N -1.761892 0.232071 0.511493 0.1646 -0.4432 -0.0111
C -1.382112 -0.968135 0.616928 -0.2953 0.2078 0.0300
O -0.072044 -1.275080 0.432520 -0.0715 -0.0699 0.0294
H 0.970072 -0.509530 -1.856661 0.1166 0.0397 0.0834
H 1.214934 0.180700 1.152815 -0.0657 -0.0450 -0.1086
H -0.705346 1.324286 -0.923731 0.0756 -0.0458 0.1226
H -0.441817 1.884446 0.730399 -0.0052 -0.1889 -0.0602
H -2.014420 -1.821031 0.839133 0.0496 0.1172 0.0147
```
Forces are in eV/Å.

Results
Multiplicity: 1
Highest occupied orbital energy: -10.1 eV
Energy relative to the best compared isomer or geometry (same formula, charge and spin): 1.2557 eV
Orbital gap: 10.84 eV
SMILES: O=C[C@H]1CN=CO1

***

Entry 8:
Below is the molecule C4H5NO2, with properties calculated with ωB97M-V/def2-TZVPD.

Structure (XYZ):
```
12
Properties=species:S:1:pos:R:3:forces:R:3
O 1.646728 1.564831 0.684060 0.2095 -0.6038 -0.1536
C 1.996248 0.446675 0.399448 0.0021 0.4272 0.1242
C 1.030928 -0.681257 0.015808 -0.1976 -0.2142 -0.1276
O 1.420781 -1.833833 0.036336 -0.2874 0.5196 0.0561
N -0.173630 -0.238753 -0.432952 0.2871 -0.1189 0.0165
C -1.544764 -0.643492 -0.376415 -0.1625 -0.2095 -0.0296
C -1.121009 0.764115 -0.056281 -0.0072 0.2750 0.0747
H 3.054627 0.114812 0.410768 -0.1673 0.0711 0.0671
H -1.869848 -1.271871 0.453386 0.1986 0.0857 -0.1679
H -2.011143 -0.861567 -1.336431 0.0873 0.0653 0.2167
H -1.276127 1.559598 -0.783635 -0.0265 -0.1787 0.1440
H -1.152787 1.080742 0.985904 0.0639 -0.1187 -0.2207
```
Forces are in eV/Å.

Results
Multiplicity: 1
Highest occupied orbital energy: -9.9 eV
Energy relative to the best compared isomer or geometry (same formula, charge and spin): 1.9976 eV
Orbital gap: 9.82 eV
SMILES: O=CC(=O)N1CC1